20
Properties=species:S:1:pos:R:3:forces:R:3 method="wB97M-V/def2-TZVPD" e_lumo_ha=0.0356 smiles="CC(C)=C1OC[C@H]2N[C@@H]12" energy_ev=-10970.9528 homo_lumo_gap_ev=9.07 total_charge=0 homo_energy_ev=-8.10
C -2.126 1.214 0.143 -0.506 -1.064 -0.742
C -1.280 -0.107 0.182 0.528 1.418 0.030
C -2.005 -1.326 -0.058 -0.563 -4.351 -0.114
C 0.071 -0.088 0.129 -1.369 1.992 -0.357
O 0.615 1.227 0.243 -2.978 -1.358 1.477
C 1.888 1.242 -0.126 4.189 2.702 -0.348
C 2.312 -0.117 -0.410 3.714 -2.797 -1.036
N 2.292 -0.987 0.740 -1.569 -0.437 3.114
C 1.184 -1.014 -0.275 -1.434 1.796 2.802
H -1.353 1.941 -0.010 -0.196 1.156 1.041
H -2.978 1.373 0.945 2.188 -0.275 -1.446
H -2.605 1.287 -0.885 -0.009 -0.618 1.145
H -1.394 -2.313 0.371 -1.371 2.366 -1.685
H -2.284 -1.385 -1.190 0.479 -0.392 1.914
H -2.957 -1.432 0.515 0.532 0.449 -0.452
H 1.949 1.871 -1.041 0.641 0.072 0.579
H 2.583 1.610 0.767 -1.221 -0.112 -1.915
H 3.226 -0.551 -1.008 -1.876 1.988 0.504
H 1.950 -0.574 1.743 0.848 -0.779 -3.443
H 0.913 -1.872 -0.777 -0.027 -1.756 -1.070